Arrangement a

ORCA calculation (wB97M-V/def2-TZVPD) on the ion C4H13N2S with charge +1.

- LUMO: -3.495 eV
- HOMO level: -11.875 eV
- SMILES: [NH3+]CCNCCS
- Net charge: +1
- Frontier orbital gap: 8.38 eV

Each line ends with the Löwdin charge.
CARTESIAN COORDINATES (ANGSTROEM)
1 N 1.042 2.017 1.640  0.16
2 C 1.680 0.705 1.035  -0.14
3 C 0.630 -0.321 1.019  -0.28
4 N -0.453 0.248 0.217  -0.10
5 C -0.506 -0.311 -1.151  -0.32
6 C -1.728 -1.251 -1.425  -0.53
7 S -1.105 -2.050 -2.901  0.77
8 H 1.789 2.783 1.635  0.19
9 H 0.784 1.918 2.608  0.14
10 H 0.161 2.243 1.031  0.19
11 H 2.110 0.926 0.032  0.14
12 H 2.529 0.422 1.782  0.16
13 H 1.002 -1.358 0.759  0.15
14 H 0.314 -0.462 2.113  0.15
15 H -1.401 -0.125 0.653  0.17
16 H 0.362 -1.017 -1.265  0.09
17 H -0.418 0.433 -1.883  0.08
18 H -1.794 -1.850 -0.622  0.02
19 H -2.766 -0.935 -1.687  0.10
20 H -2.231 -2.015 -3.590  -0.14

Arrangement b

ORCA calculation (wB97M-V/def2-TZVPD) on a cluster of 2 separate species, C4H13N2S in total.

- LUMO: -3.552 eV
- HOMO level: -11.634 eV
- Net charge: +1
- Frontier orbital gap: 8.08 eV

Each line ends with the Löwdin charge.
CARTESIAN COORDINATES (ANGSTROEM)
1 C -0.550 0.232 2.124  -0.42
2 S -1.004 -1.505 1.800  0.74
3 C -2.751 -1.294 1.415  -0.42
4 H -0.696 0.465 3.176  0.04
5 H -1.165 0.922 1.541  0.04
6 H 0.502 0.418 1.900  0.01
7 H -3.195 -2.269 1.235  0.04
8 H -3.317 -0.860 2.241  0.04
9 H -2.867 -0.661 0.540  0.03
10 C 0.944 -1.182 -1.148  -0.03
11 N 1.305 0.230 -0.921  0.03
12 C 1.863 0.995 -1.808  -0.14
13 N 1.775 2.307 -1.843  0.20
14 H -0.132 -1.296 -1.194  0.08
15 H 1.381 -1.836 -0.405  0.09
16 H 1.332 -1.439 -2.135  0.09
17 H 0.768 0.648 -0.172  0.12
18 H 2.387 0.474 -2.600  0.17
19 H 1.280 2.823 -1.129  0.14
20 H 2.142 2.830 -2.616  0.14

Decreasing stability: arrangement b, arrangement a

Arrangement a

ORCA calculation (wB97M-V/def2-TZVPD) on a cluster of 2 separate species, C6H13NO in total.

- LUMO (alpha / beta): 3.919 / 3.824 eV
- HOMO level (alpha / beta): 0.553 / -2.619 eV
- Spin multiplicity: 2
- Net charge: -1
- Frontier orbital gap (alpha / beta): 3.37 / 6.44 eV

Each line ends with the Löwdin charge.
CARTESIAN COORDINATES (ANGSTROEM)
1 C 1.113 -1.284 1.922  -0.16
2 C -0.037 -0.364 1.602  -0.25
3 N 0.997 0.563 -2.009  -0.01
4 C 1.050 0.128 -0.652  -0.25
5 C 0.000 0.280 0.211  -0.39
6 C -1.088 1.207 -0.017  -0.27
7 C -1.103 2.434 -0.648  -0.13
8 H 1.172 -2.144 1.225  0.07
9 H 0.969 -1.783 2.881  0.05
10 H 2.100 -0.818 1.894  0.06
11 H -0.103 0.427 2.349  0.09
12 H -0.965 -0.964 1.635  0.10
13 H 0.551 1.462 -2.163  0.02
14 H 1.878 0.461 -2.500  0.04
15 H 1.966 -0.400 -0.407  0.06
16 H -2.040 0.848 0.388  0.07
17 H -2.078 2.900 -0.681  -0.02
18 H -0.315 2.983 -1.086  -0.03
19 H -1.206 -2.658 -1.694  0.02
20 H -1.106 -1.333 -0.922  0.00
21 O -1.756 -1.947 -1.326  -0.10

Arrangement b

ORCA calculation (wB97M-V/def2-TZVPD) on the ion C6H13NO with charge -1.

- LUMO (alpha / beta): 4.099 / 3.813 eV
- HOMO level (alpha / beta): 0.834 / -3.792 eV
- Spin multiplicity: 2
- Net charge: -1
- Frontier orbital gap (alpha / beta): 3.26 / 7.60 eV

Each line ends with the Löwdin charge.
CARTESIAN COORDINATES (ANGSTROEM)
1 C 0.954 1.200 1.758  -0.19
2 N 0.277 -0.119 1.697  -0.11
3 C 0.280 -0.779 0.406  -0.40
4 C -0.363 -0.310 -0.961  -0.35
5 C -1.875 -0.787 -0.969  -0.12
6 C -0.336 1.177 -1.301  -0.11
7 C 1.671 -1.361 0.145  -0.40
8 O 2.048 -1.811 -0.933  -0.14
9 H 1.762 1.159 2.492  0.06
10 H 0.185 1.986 1.824  0.06
11 H 1.411 1.432 0.803  0.04
12 H -0.634 -0.128 2.144  0.06
13 H -0.374 -1.705 0.692  0.11
14 H 0.177 -0.893 -1.706  0.10
15 H -2.233 -0.926 0.046  0.04
16 H -1.957 -1.529 -1.737  0.05
17 H -2.500 0.030 -1.394  0.05
18 H 0.613 1.563 -0.907  0.05
19 H -0.207 1.443 -2.363  0.07
20 H -1.143 1.692 -0.803  0.06
21 H 2.244 -1.335 1.068  0.07

Arrangement c

ORCA calculation (wB97M-V/def2-TZVPD) on a cluster of 2 separate species, C6H13NO in total.

- LUMO (alpha / beta): 3.986 / 3.958 eV
- HOMO level (alpha / beta): -1.912 / -2.363 eV
- Spin multiplicity: 2
- Net charge: -1
- Frontier orbital gap (alpha / beta): 5.90 / 6.32 eV

Each line ends with the Löwdin charge.
CARTESIAN COORDINATES (ANGSTROEM)
1 C 1.933 -0.559 1.037  -0.09
2 C 1.404 -0.022 -0.314  -0.62
3 N 0.580 -1.341 -0.808  0.03
4 C -0.126 -0.183 -0.773  -0.41
5 C -1.196 0.244 0.257  -0.41
6 C -1.324 1.751 0.253  -0.09
7 C -2.485 -0.537 0.027  -0.10
8 O 1.871 1.136 -0.582  -0.13
9 H 1.684 -1.594 1.235  0.04
10 H 1.555 0.085 1.812  0.05
11 H 3.022 -0.423 1.041  0.05
12 H 3.409 -1.864 -1.479  0.03
13 H 3.433 -1.189 -1.820  0.03
14 H -0.349 0.354 -1.720  0.12
15 H -0.867 -0.084 1.250  0.12
16 H -0.475 2.233 0.741  0.07
17 H -1.350 2.191 -0.750  0.07
18 H -2.235 2.112 0.741  0.06
19 H -3.230 -0.453 0.830  0.06
20 H -2.261 -1.582 -0.064  0.05
21 H -2.995 -0.274 -0.912  0.07

Decreasing stability: arrangement a, arrangement b, arrangement c

Arrangement a

ORCA calculation (wB97M-V/def2-TZVPD) on a cluster of 2 separate species, CH6S2 in total.

- LUMO: 0.247 eV
- HOMO level: -8.582 eV
- SMILES: SS.C
- Frontier orbital gap: 8.83 eV

Each line ends with the Löwdin charge.
CARTESIAN COORDINATES (ANGSTROEM)
1 S -0.384 0.433 -0.626  0.23
2 S -1.225 -1.453 -0.238  0.23
3 H -0.166 0.207 -1.928  -0.21
4 H -1.231 -1.242 1.073  -0.22
5 C 2.685 1.780 1.542  -0.05
6 H 3.350 1.353 0.796  0.02
7 H 2.996 1.390 2.525  0.02
8 H 1.668 1.399 1.515  -0.02
9 H 2.821 2.853 1.613  0.01

Arrangement b

ORCA calculation (wB97M-V/def2-TZVPD) on a cluster of 2 separate species, CH6S2 in total.

- LUMO: 0.463 eV
- HOMO level: -9.462 eV
- SMILES: SS.C
- Frontier orbital gap: 9.92 eV

Each line ends with the Löwdin charge.
CARTESIAN COORDINATES (ANGSTROEM)
1 S 1.504 0.762 0.946  0.25
2 S 0.289 -0.378 -0.280  0.22
3 H 2.557 0.783 0.222  -0.26
4 H -0.440 0.697 -0.713  -0.18
5 C -3.100 -0.754 -1.050  -0.06
6 H -2.296 -1.107 -1.703  0.01
7 H -2.725 -0.183 -0.141  0.03
8 H -3.418 -1.582 -0.425  0.02
9 H -3.767 -0.223 -1.598  -0.03

Decreasing stability: arrangement a, arrangement b

Arrangement a

ORCA calculation (wB97M-V/def2-TZVPD) on a cluster of 2 separate species, C4HCl3 in total.

- LUMO: -0.671 eV
- HOMO level: -9.117 eV
- Frontier orbital gap: 8.45 eV

Each line ends with the Löwdin charge.
CARTESIAN COORDINATES (ANGSTROEM)
1 C -1.490 0.739 -1.834  0.11
2 C -1.106 0.451 -0.696  -0.36
3 C -0.815 -0.281 0.636  -0.68
4 C -0.415 0.949 0.588  -0.74
5 Cl -1.031 -1.775 1.335  0.76
6 Cl 2.590 -0.712 -0.216  0.25
7 Cl 0.076 2.393 1.142  0.82
8 H 2.192 -1.765 -0.956  -0.17

Arrangement b

ORCA calculation (wB97M-V/def2-TZVPD) on the molecule C4HCl3.

- LUMO (alpha / beta): -1.629 / -1.628 eV
- HOMO level (alpha / beta): -9.165 / -9.166 eV
- Frontier orbital gap (alpha / beta): 7.54 / 7.54 eV

Each line ends with the Löwdin charge.
CARTESIAN COORDINATES (ANGSTROEM)
1 C 1.652 1.470 1.541  0.07
2 C 1.220 0.588 0.645  -0.40
3 C 0.645 -0.305 -0.161  -0.53
4 C 0.841 2.096 0.513  -1.21
5 Cl 1.517 -1.386 -1.138  0.69
6 Cl -0.727 2.716 0.957  0.64
7 Cl 1.387 2.823 -0.983  0.64
8 H -0.428 -0.441 -0.180  0.09

Decreasing stability: arrangement b, arrangement a

Arrangement a

ORCA calculation (wB97M-V/def2-TZVPD) on a cluster of 2 separate species, C2H7S2 in total.

- LUMO: 3.626 eV
- HOMO level: -2.915 eV
- Net charge: -1
- Frontier orbital gap: 6.54 eV

Each line ends with the Löwdin charge.
CARTESIAN COORDINATES (ANGSTROEM)
1 S -0.515 -0.126 -2.606  -0.19
2 H 0.202 0.537 -3.528  -0.45
3 C -0.841 0.164 1.060  -0.22
4 C 0.465 -0.547 0.788  -0.66
5 S 1.784 0.590 0.228  0.56
6 H -0.712 0.941 1.816  0.05
7 H -1.257 0.635 0.177  0.02
8 H -1.600 -0.544 1.394  0.06
9 H 0.371 -1.272 -0.010  0.02
10 H 0.820 -0.999 1.718  0.05
11 H 1.284 0.621 -1.037  -0.24

Arrangement b

ORCA calculation (wB97M-V/def2-TZVPD) on a structure of composition C2H7S2.

- LUMO: 3.902 eV
- HOMO level: -3.128 eV
- Net charge: -1
- Frontier orbital gap: 7.03 eV

Each line ends with the Löwdin charge.
CARTESIAN COORDINATES (ANGSTROEM)
1 S -1.834 1.978 1.483  0.02
2 H -2.493 2.845 0.710  -0.36
3 C 1.234 -1.107 0.097  -0.24
4 C 0.475 -0.196 -0.854  -0.65
5 S -1.369 -0.505 -0.622  0.35
6 H 0.918 -0.952 1.132  0.05
7 H 2.313 -0.923 0.069  0.05
8 H 0.964 -2.155 -0.049  0.05
9 H 0.619 0.869 -0.667  0.04
10 H 0.800 -0.385 -1.882  0.04
11 H -1.626 0.532 0.582  -0.33

Arrangement c

ORCA calculation (wB97M-V/def2-TZVPD) on a cluster of 2 separate species, C2H7S2 in total.

- LUMO: 3.159 eV
- HOMO level: -2.326 eV
- Net charge: -1
- Frontier orbital gap: 5.49 eV

Each line ends with the Löwdin charge.
CARTESIAN COORDINATES (ANGSTROEM)
1 C 1.162 -0.488 -0.441  -0.51
2 S 2.923 -0.005 -0.461  0.56
3 H 0.522 -0.225 -1.217  -0.06
4 H 0.688 0.111 0.431  0.03
5 H 1.331 -1.539 -0.277  0.00
6 H 3.123 1.302 -0.618  -0.20
7 C -2.042 0.008 0.701  -0.71
8 S -1.925 1.032 -0.918  -0.11
9 H -1.140 0.423 1.443  0.00
10 H -1.470 -0.979 0.343  -0.01
11 H -3.172 0.360 1.011  0.01

Decreasing stability: arrangement a, arrangement b, arrangement c

Arrangement a

ORCA calculation (wB97M-V/def2-TZVPD) on the molecule C5H3N3.

- LUMO: -1.504 eV
- HOMO level: -9.604 eV
- SMILES: C#C/C=N/N=C\C#N
- Frontier orbital gap: 8.10 eV

Each line ends with the Löwdin charge.
CARTESIAN COORDINATES (ANGSTROEM)
1 C -3.409 0.851 -0.138  0.11
2 C -2.445 -0.002 0.094  -0.12
3 C -1.253 -0.866 0.331  -0.10
4 N -0.007 -0.337 -0.214  -0.02
5 N 0.987 -1.383 -0.158  0.01
6 C 2.090 -0.711 -0.128  -0.18
7 C 2.124 0.756 0.140  -0.15
8 N 1.882 1.991 0.108  0.14
9 H -4.351 1.187 -0.641  0.05
10 H -1.291 -1.932 1.018  0.17
11 H 2.956 -1.316 -0.319  0.09

Arrangement b

ORCA calculation (wB97M-V/def2-TZVPD) on a structure of composition C5H3N3.

- LUMO: -1.850 eV
- HOMO level: -9.496 eV
- Frontier orbital gap: 7.65 eV

Each line ends with the Löwdin charge.
CARTESIAN COORDINATES (ANGSTROEM)
1 C 1.004 0.718 1.337  -0.08
2 C 0.222 0.622 -0.558  -0.33
3 C -0.991 -0.451 -1.834  -0.15
4 C -0.058 -0.745 0.042  -0.29
5 C 0.241 -0.628 1.307  0.04
6 H 1.640 1.043 2.164  0.11
7 H -1.781 -0.408 -2.646  0.14
8 H 0.141 -1.201 2.418  0.18
9 N 0.873 1.540 0.294  0.13
10 N -0.555 0.882 -1.571  0.16
11 N -0.735 -1.371 -0.952  0.10

Decreasing stability: arrangement b, arrangement a